Molecular formula: C8H22CsN2O2
Method: DFT, ωB97M-V with the def2-TZVPD basis set

Computed properties:
Total charge: +1
Energy above the lowest of the compared OMol25 structures with the same formula, charge and spin (kcal/mol): 10.9
Molar mass (g mol⁻¹): 311.18
Kohn-Sham gap (eV): 9.40
LUMO energy (eV): -3.064

Each line ends with the Löwdin charge.
Positions of all 35 atoms, in Å:
Cs (-2.938, 0.810, -0.641)  1.145
C (-0.848, 3.039, -2.153)  -0.114
C (0.238, 2.004, -2.366)  -0.427
C (1.666, 2.544, -2.360)  -0.209
O (2.607, 1.508, -2.403)  -0.194
C (2.834, 0.974, -3.712)  -0.062
N (0.080, 1.022, -1.252)  -0.049
H (-1.845, 2.645, -2.351)  -0.007
H (-0.678, 3.919, -2.777)  0.095
H (-0.897, 3.394, -1.118)  0.080
H (0.045, 1.462, -3.295)  0.135
H (1.787, 3.073, -1.409)  0.139
H (1.823, 3.269, -3.168)  0.136
H (3.210, 1.761, -4.370)  0.096
H (1.917, 0.541, -4.115)  0.085
H (3.598, 0.213, -3.588)  0.096
H (0.048, 1.549, -0.376)  0.056
H (1.044, 0.661, -1.199)  0.082
C (-1.332, -1.947, 0.595)  -0.106
C (-1.719, -1.667, 2.035)  -0.435
C (-0.535, -1.858, 2.976)  -0.234
O (-0.279, -3.221, 3.113)  -0.173
C (0.692, -3.473, 4.112)  -0.088
N (-2.411, -0.382, 2.142)  -0.054
H (-0.615, -2.765, 0.517)  0.093
H (-0.805, -1.142, 0.065)  0.026
H (-2.225, -2.225, 0.032)  0.068
H (-2.465, -2.421, 2.302)  0.151
H (-0.790, -1.413, 3.951)  0.129
H (0.348, -1.323, 2.593)  0.136
H (1.598, -2.903, 3.897)  0.092
H (0.908, -4.537, 4.108)  0.094
H (0.302, -3.234, 5.105)  0.093
H (-2.637, -0.235, 3.127)  0.088
H (-1.725, 0.358, 1.984)  0.038

---

Molecular formula: C4H22NO10
Method: DFT, ωB97M-V with the def2-TZVPD basis set

Computed properties:
Total charge: -1
Energy above the lowest of the compared OMol25 structures with the same formula, charge and spin (kcal/mol): 131.0
Molar mass (g mol⁻¹): 244.22
Kohn-Sham gap (eV): 9.37
LUMO energy (eV): 3.042

Each line ends with the Löwdin charge.
Positions of all 37 atoms, in Å:
O (-1.628, -0.034, 1.783)  -0.015
C (-0.814, 0.601, 1.169)  -0.333
N (0.101, 0.014, 0.337)  0.015
C (0.105, -1.370, 0.019)  -0.251
C (0.951, -2.203, 1.126)  -0.170
O (2.153, -2.823, 0.659)  -0.133
C (0.747, -1.534, -1.436)  -0.198
O (2.117, -1.143, -1.427)  -0.143
H (-0.879, 1.714, 1.277)  0.137
H (1.001, 0.676, 0.068)  0.132
H (-0.894, -1.774, -0.001)  0.118
H (1.289, -1.445, 1.954)  0.147
H (0.355, -3.095, 1.415)  0.108
H (2.457, -2.479, -0.226)  0.066
H (0.177, -1.173, -2.336)  0.116
H (0.706, -2.595, -1.798)  0.123
H (2.474, 1.688, -1.077)  -0.014
H (2.097, 2.421, 0.598)  -0.044
O (1.465, 2.211, -0.007)  -0.336
H (-2.268, 1.931, -1.695)  0.075
H (-1.762, 0.376, -1.914)  -0.090
O (-2.426, 0.925, -1.775)  -0.055
H (0.686, 4.061, -0.161)  0.011
H (-0.107, 4.364, 1.146)  0.073
O (0.701, 4.725, 0.603)  -0.158
H (-3.216, -2.205, 0.637)  -0.029
H (-3.156, -3.312, 1.624)  -0.001
O (-3.443, -3.080, 0.756)  -0.023
H (-2.148, -2.081, 3.698)  -0.053
H (-1.525, -1.588, 2.412)  0.021
O (-1.619, -2.368, 3.061)  -0.054
H (0.163, 2.513, -2.402)  -0.006
H (-0.010, 2.453, -0.874)  0.054
O (-0.466, 2.771, -1.774)  -0.095
H (2.258, -0.100, -1.292)  0.094
H (1.786, 1.593, -2.167)  -0.103
O (2.569, 1.363, -1.980)  0.013